Entry 1:
The following is a DFT calculation (ωB97M-V with the def2-TZVPD basis set) of a structure of composition C3H4O4Tl.

## Properties
orbital gap (spin up / spin down): 8.79 / 4.38 eV
spin multiplicity: 2
net charge: +2
lowest unoccupied orbital energy (spin up / spin down): -9.501 / -13.889 eV
energy above the lowest of the compared OMol25 structures with the same formula, charge and spin: 27.84 kJ/mol
<S²>: 0.758

Last column: Löwdin charge in e.
Element x y z (Å)
Tl 4.34494 0.43102 0.05741  1.161
O 0.83304 0.73678 -0.55491  0.213
O 0.59363 -1.37253 -0.13621  0.247
O 2.65521 -0.50165 -0.06719  -0.166
O -1.84607 0.80555 1.65109  0.145
C -0.67135 -0.86943 -0.42220  0.125
C 1.45736 -0.38790 -0.26806  -0.476
C -0.52312 0.44812 -0.70992  0.133
H -2.38270 1.33171 1.05134  0.096
H -1.13797 1.15364 -1.26843  0.197
H -1.88469 -0.18734 1.35592  0.127
H -1.43827 -1.58798 -0.68884  0.198


Entry 2:
The following is a DFT calculation (ωB97M-V with the def2-TZVPD basis set) of an isolated molecule of CH6N4S.

## Properties
orbital gap: 9.42 eV
SMILES: CN(N)/N=N/S
net charge: 0
lowest unoccupied orbital energy: 0.771 eV
energy above the lowest of the compared OMol25 structures with the same formula, charge and spin: 383.72 kJ/mol

Last column: Löwdin charge in e.
Element x y z (Å)
S 2.29021 -1.57208 1.43250  0.687
N 1.11516 -0.86497 0.25923  -0.341
N 0.29979 -0.32780 1.04103  -0.235
N -1.37405 0.74462 1.76109  0.007
N -0.82537 0.11445 0.48739  -0.218
C -0.81508 0.60118 -0.96508  -0.005
H -1.66949 0.28507 -1.58917  0.089
H -0.73997 1.66299 -0.69064  0.077
H 0.21007 0.45249 -1.25026  0.045
H -0.71586 1.46086 2.21312  0.093
H -1.58300 0.10107 2.51730  0.056
H 2.48541 -2.72961 0.99556  -0.257


Entry 3:
The following is a DFT calculation (ωB97M-V with the def2-TZVPD basis set) of a structure of composition C68H76AgGe2N2O4S5.

## Properties
orbital gap: 6.59 eV
net charge: -1
lowest unoccupied orbital energy: 2.164 eV
energy above the lowest of the compared OMol25 structures with the same formula, charge and spin: 0.00 kJ/mol

Last column: Löwdin charge in e.
Element x y z (Å)
Ag 0.22903 0.93473 0.27865  0.436
Ge -2.40225 2.80443 1.62945  -0.017
Ge -0.68142 1.44331 3.64634  -0.039
S -2.60448 0.80580 2.65730  0.325
S 1.72314 1.46251 -2.33254  0.963
S -1.60951 2.53865 -0.34918  0.209
S 1.11724 0.76650 2.69468  0.203
S -1.03063 3.62253 3.21229  0.356
O -1.07389 -0.71854 -1.45651  0.030
O 2.80070 0.19018 0.16309  -0.031
O 2.72218 0.57392 -2.98997  -0.510
O 0.91539 -1.60569 -0.05879  -0.166
N -2.07183 -2.72328 -1.73077  -0.145
N 4.00454 -1.00740 1.63986  -0.142
C 4.29053 -2.24286 2.33247  -0.052
C 4.10560 4.57249 -0.02176  -0.089
C 0.08040 -2.60353 -0.55171  -0.125
C 0.97744 -2.22104 4.69560  -0.056
C 0.12472 1.50708 7.83536  -0.039
C -3.73001 -0.60190 5.61374  -0.038
C -1.06662 -1.91684 -1.28958  -0.412
C 2.10743 -2.07471 0.49500  -0.129
C -0.60374 -0.70322 7.31338  -0.047
C -2.75260 -1.48855 4.89410  -0.247
C 2.72447 4.52478 0.11521  -0.059
C -0.12212 0.20740 8.23946  -0.071
C -6.20291 -0.02734 2.85909  -0.028
C -3.95378 5.28214 1.28318  -0.213
C 2.64868 2.73484 -1.46086  -0.374
C -4.05780 3.89198 1.45980  -0.193
C -2.63973 5.98438 1.40112  -0.169
C -1.02424 -3.17997 3.54009  -0.013
C 2.60654 2.68023 5.73222  -0.033
C -3.25837 -2.11167 -2.28913  -0.034
C 0.85548 6.04166 5.93180  -0.270
C -2.09060 -4.15839 -1.56841  -0.055
C -5.89809 1.32176 2.74472  -0.247
C -3.15910 6.38669 3.83674  -0.033
C -0.44233 5.64347 6.22995  -0.027
C -5.49699 1.00609 0.37612  -0.206
C -0.04373 3.28613 -3.43267  -0.086
C -2.39071 -3.28153 3.30654  -0.261
C -1.37410 -1.36034 5.06551  -0.158
C -0.50215 -2.25015 4.42706  -0.205
C 4.75386 3.69023 -0.87652  -0.088
C -3.24009 -2.45066 4.01538  -0.020
C -2.20801 3.90681 6.60535  -0.038
C 1.76735 2.54273 -4.85366  -0.073
C -5.80594 -0.34184 0.52922  -0.009
C -6.43376 4.07937 1.03804  -0.043
C -6.51650 -2.33039 1.89327  -0.048
C -0.55627 6.71495 0.45869  -0.006
C -6.32522 5.44808 0.87064  -0.072
C -5.08153 6.04477 0.99705  -0.038
C -6.16751 -0.87433 1.75772  -0.267
C -5.92096 2.21179 3.95622  -0.032
C -5.11640 1.54753 -0.97511  -0.035
C -0.58787 0.99039 5.57595  -0.190
C 3.00192 -0.85862 0.74295  -0.488
C -0.83661 -0.32294 5.99549  -0.222
C 1.21063 7.50095 5.84708  -0.053
C -2.28410 5.78498 -1.09703  -0.063
C 1.81533 5.06077 5.74179  -0.008
C -0.50982 4.09028 -4.46347  -0.079
C 0.15600 4.12455 -5.68115  -0.099
C 1.98361 3.60164 -0.60741  -0.085
C 1.29100 3.34936 -5.87665  -0.090
C 0.21478 3.33242 6.20575  -0.181
C 4.02405 2.75631 -1.59900  -0.076
C 1.26375 7.70903 1.88968  -0.058
C -2.91826 -4.26005 2.29616  -0.047
C 1.52040 3.70791 5.88787  -0.208
C 4.74438 0.17315 2.03801  -0.042
C 1.09918 2.52989 -3.64016  -0.347
C -0.09713 1.90291 6.51680  -0.212
C -5.54369 1.83723 1.49430  -0.177
C -5.31473 3.30200 1.33261  -0.220
C -0.78017 4.30445 6.35939  -0.251
C -1.00322 7.08822 2.76989  -0.027
C -1.81572 6.14544 0.28552  -0.215
C -0.12603 7.16865 1.69613  -0.265
C -2.25110 6.49994 2.64360  -0.254
H -2.60851 -4.47051 -0.65669  0.071
H -2.64085 3.52793 5.67503  0.055
H -4.31275 -2.52763 3.87330  0.096
H -4.96826 7.11547 0.86966  0.119
H 0.99101 8.01230 6.78692  0.078
H 3.53567 3.15473 5.41611  0.074
H -0.34486 -3.85959 3.03431  0.108
H 4.05824 -3.10762 1.71383  0.083
H -2.29017 3.11190 7.34800  0.079
H 2.63807 1.91280 -4.97675  0.103
H 3.73804 -2.32130 3.27538  0.085
H 0.50136 2.23994 8.53996  0.121
H -0.31918 -3.22811 0.26215  0.130
H 1.90954 -2.61778 1.42703  0.122
H 2.62630 -2.75228 -0.20153  0.142
H 1.43293 -1.36544 4.18436  0.008
H -2.88062 6.60384 -1.51205  0.086
H -0.81059 -1.72713 7.60508  0.120
H 4.14431 1.05378 1.82527  0.074
H 0.64484 8.01052 5.06474  0.050
H 2.34065 1.93116 4.98497  0.029
H -1.43064 5.61486 -1.75331  0.061
H -3.31092 -0.18730 6.52991  0.078
H 0.90663 3.54318 -0.47440  0.042
H 0.05955 -0.09400 9.26400  0.097
H -3.38309 -2.39346 -3.33824  0.090
H 2.27058 7.63452 5.63144  0.074
H -2.37911 -5.20850 2.33765  0.079
H -4.89695 2.43671 4.26771  0.070
H -7.20064 6.04437 0.64408  0.097
H -5.72562 2.41129 -1.24449  0.081
H -5.77595 -0.98777 -0.34291  0.099
H 4.49833 2.02980 -2.24479  0.105
H 2.21165 5.18702 0.80018  0.090
H 0.10328 6.79583 -0.39933  0.116
H -3.97743 -4.46584 2.45131  0.068
H -1.40363 4.68192 -4.31314  0.101
H -0.56810 3.24582 -2.48527  0.006
H -6.60050 -2.80592 0.91615  0.072
H 5.83260 3.72028 -0.96953  0.096
H -0.21525 4.75075 -6.48252  0.095
H -1.08447 -4.57022 -1.55575  0.082
H 1.44113 -3.14272 4.34159  0.068
H -2.89028 4.88252 -1.10007  0.039
H -1.21358 6.39445 6.36907  0.109
H -6.41110 3.16385 3.74799  0.079
H -4.06891 1.87033 -0.98038  0.011
H -3.16128 -1.03179 -2.21261  0.085
H 2.78945 2.15706 6.67452  0.082
H 1.80419 3.37063 -6.82980  0.097
H -4.63290 -1.16106 5.86622  0.081
H -5.24401 0.78344 -1.74254  0.070
H -4.14870 6.79426 3.62381  0.080
H -7.39681 3.58984 0.94492  0.120
H 0.62410 -3.26159 -1.24810  0.136
H -3.28735 5.34126 4.12294  0.061
H 1.25183 8.65685 2.43119  0.074
H -7.46362 -2.46623 2.41795  0.078
H -2.61263 -4.60108 -2.41844  0.090
H -6.48098 -0.42202 3.83150  0.114
H -4.01379 0.23305 4.96994  0.034
H 5.69718 0.24614 1.50711  0.090
H -2.80771 -3.85562 1.28753  0.053
H 4.67911 5.28976 0.55230  0.096
H 2.83107 5.35036 5.49604  0.110
H -2.79983 4.76057 6.93628  0.078
H 5.35774 -2.28349 2.55433  0.089
H -0.69079 7.44465 3.74602  0.088
H 4.93442 0.12509 3.11121  0.089
H 1.18851 -2.11757 5.76048  0.076
H -6.43366 1.72685 4.78719  0.077
H -5.75087 -2.86594 2.45678  0.042
H -2.73626 6.92004 4.68796  0.066
H 1.86862 7.01043 2.47320  0.075
H 1.76326 7.86770 0.93344  0.072
H -4.14216 -2.43269 -1.73179  0.083


Entry 4:
The following is a DFT calculation (ωB97M-V with the def2-TZVPD basis set) of a cluster of 2 separate species, C6H9O2 in total.

## Properties
orbital gap: 6.92 eV
net charge: -1
lowest unoccupied orbital energy: 3.006 eV
energy above the lowest of the compared OMol25 structures with the same formula, charge and spin: 421.05 kJ/mol

Last column: Löwdin charge in e.
Element x y z (Å)
O -2.06405 1.94526 -0.91344  -0.104
O -2.74033 -0.11212 -1.50184  -0.095
C 2.01445 -0.33879 0.28320  -0.203
C -0.44517 -0.27080 0.87735  -0.222
C 2.59594 -0.57859 -0.92203  -0.108
C 0.79723 0.50671 0.29950  -0.266
C -1.85447 0.24996 0.70050  -0.172
C -2.23490 0.71487 -0.70709  -0.770
H -2.08792 1.13511 1.32616  0.105
H -0.39079 -1.11561 0.18094  0.099
H 2.32563 -0.08563 -1.87173  0.061
H -2.47731 -0.54496 1.10776  0.095
H -0.21569 -0.46024 1.92223  0.095
H 3.47333 -1.24201 -1.03265  0.027
H 0.45610 0.71292 -0.72639  0.101
H 0.89546 1.49258 0.78729  0.115
H 1.95249 -2.00866 0.19025  0.242